(1)
ORCA calculation (ωB97M-V/def2-TZVPD) on the molecule C10H14 at a distorted geometry.

Computed properties:
- LUMO energy (spin up / spin down): -0.279 / -0.279 eV
- Charge: 0
- Kohn-Sham gap (spin up / spin down): 0.268 / 0.268 hartree

```
24
Properties=species:S:1:pos:R:3:forces:R:3:lowdin_charge:R:1
C 0.446652 1.933727 0.438601 -3.43 -1.21 0.20 0.06
C -0.142590 0.598614 0.043266 1.50 1.22 1.29 -0.12
C 1.679629 2.041164 -0.135107 2.31 -0.01 -1.23 -0.15
C 2.215107 0.805406 -0.313474 0.70 -1.80 1.29 -0.01
C -1.490932 0.385664 0.043115 1.51 0.47 -0.08 -0.30
C 1.271062 -0.363405 -0.044193 -3.14 3.37 -0.25 -0.54
C -2.494358 1.507984 0.233520 -0.82 -0.15 1.46 -0.08
C -2.133314 -0.962583 -0.156645 0.37 1.05 2.99 -0.05
C 1.329688 -1.185081 1.211173 0.75 -0.40 0.78 -0.04
C 1.285065 -1.263880 -1.194542 -1.37 -1.12 -2.23 -0.09
H 2.191794 2.992825 -0.280895 0.10 -0.35 0.07 0.10
H 3.254756 0.437745 -0.407984 -0.25 0.96 -0.23 0.13
H -3.359413 1.047225 0.839640 1.09 0.93 -0.80 0.09
H -2.938200 1.873607 -0.698503 0.15 -0.22 -0.04 0.08
H -2.122852 2.407906 0.783875 0.09 -0.89 -0.48 0.08
H -3.170584 -0.716840 0.219768 0.91 -1.60 -0.74 0.09
H -1.540380 -1.711883 0.453663 -1.15 0.58 -0.54 0.09
H -2.029182 -1.219756 -1.155823 -0.49 -0.77 -1.99 0.05
H 0.328583 -1.314993 1.642945 0.46 0.10 0.10 0.08
H 2.039890 -0.759640 1.939159 -0.48 -0.26 0.00 0.10
H 1.686546 -2.182841 0.896422 0.00 0.29 0.56 0.08
H 1.054489 -0.590591 -2.116188 0.82 -1.66 1.08 0.12
H 0.315799 -1.950465 -1.052054 2.53 0.84 -0.63 0.12
H 2.322738 -1.809904 -1.189735 -2.14 0.62 -0.58 0.12
```
Positions in Å, forces in eV/Å.


(2)
ORCA calculation (ωB97M-V/def2-TZVPD) on a structure of composition C10H14AlN4O4 at a distorted geometry.

Computed properties:
- LUMO energy (spin up / spin down): -15.153 / -15.154 eV
- Charge: +3
- Kohn-Sham gap (spin up / spin down): 0.142 / 0.142 hartree

```
33
Properties=species:S:1:pos:R:3:forces:R:3:lowdin_charge:R:1
Al -1.414154 -0.950229 -1.647127 2.66 1.03 2.23 -0.16
O -2.217473 -3.179281 0.285860 1.31 3.76 -3.46 0.39
C -1.923842 -2.349929 -0.457077 -2.37 -6.42 5.39 0.12
C -0.874860 0.482008 -2.784409 2.34 6.43 -5.24 0.11
O -0.535398 1.361537 -3.445475 -1.55 -3.99 3.00 0.39
C -3.055584 -0.045347 -1.285969 -7.43 4.30 1.83 0.13
O -4.029435 0.517523 -1.039929 4.51 -2.66 -1.19 0.40
C 0.223909 -1.858507 -2.013936 6.49 -4.39 -2.24 0.08
O 1.227643 -2.388996 -2.206617 -4.27 2.27 0.93 0.37
H -2.276619 -2.071223 -2.739295 -0.13 0.57 -1.65 0.21
H -2.054579 -1.472192 -3.231701 -0.90 -1.51 0.06 0.21
C 0.249858 -1.093398 0.958946 0.95 -0.69 2.11 -0.14
N -0.024755 -0.182832 -0.202936 -1.60 -0.07 -0.88 -0.15
C 1.305177 0.356361 -0.681241 2.34 0.99 0.12 -0.13
N 2.054853 1.026508 0.396911 -0.80 -0.47 -0.71 -0.05
C 2.295832 0.069020 1.489668 0.80 -0.32 0.19 -0.11
N 1.015896 -0.415234 2.026239 -0.59 -0.41 -0.91 -0.05
C 0.239049 0.732930 2.527736 -0.39 -0.08 0.71 -0.11
N -0.013977 1.681342 1.432747 -0.71 -0.51 -0.92 -0.05
C -0.765827 0.995737 0.363482 -0.24 1.92 1.53 -0.15
C 1.267828 2.163118 0.899250 0.29 0.75 -0.14 -0.12
H 0.800079 -2.000361 0.625200 -0.07 0.59 0.04 0.16
H -0.691256 -1.442165 1.430041 0.27 0.43 -0.31 0.13
H 1.182068 1.081115 -1.510162 -0.25 -0.20 0.52 0.14
H 1.969966 -0.435431 -1.071461 -0.50 0.10 0.39 0.14
H 2.888576 0.552848 2.298247 -0.54 -0.23 -0.56 0.17
H 2.907132 -0.788057 1.128067 -0.44 0.51 0.12 0.16
H -0.725150 0.389176 2.965663 0.55 0.13 -0.36 0.15
H 0.785607 1.240130 3.354808 -0.23 -0.34 -0.72 0.17
H -0.997637 1.739678 -0.432155 0.36 -0.32 0.18 0.15
H -1.743551 0.680711 0.792544 0.53 -0.17 -0.05 0.14
H 1.835518 2.702454 1.689782 -0.42 -0.51 -0.44 0.17
H 1.095103 2.900983 0.084298 0.05 -0.51 0.42 0.15
```
Positions in Å, forces in eV/Å.


(3)
ORCA calculation (ωB97M-V/def2-TZVPD) on a structure of composition C10H14B2F4HfN6 at a distorted geometry.

Computed properties:
- LUMO energy: -8.704 eV
- Charge: +2
- Kohn-Sham gap: 0.289 hartree

```
37
Properties=species:S:1:pos:R:3:forces:R:3:lowdin_charge:R:1
H 3.441062 -1.384339 0.309284 -0.04 0.21 -0.21 0.15
N 1.794467 -0.214896 -0.416599 -0.19 0.55 -0.05 -0.15
B 0.359736 1.577259 -1.702943 -0.26 0.42 1.06 -0.47
N 1.689171 0.852332 -1.310783 0.26 -0.47 -0.23 -0.01
C 2.903415 1.132004 -1.787960 -0.79 -0.98 1.09 0.03
Hf -0.003359 -0.648502 0.529012 1.09 -0.90 1.27 2.05
H 3.002084 1.918202 -2.492522 0.30 0.46 -0.49 0.15
C 3.821677 0.268603 -1.196217 -0.24 -0.56 0.59 0.03
H 4.865070 0.271739 -1.367148 0.76 -0.09 -0.10 0.12
C 3.121430 -0.572237 -0.338899 -0.34 0.96 -0.85 -0.01
H 0.523688 2.334049 -2.606201 0.03 -0.24 -0.06 0.14
C -2.126943 -1.735038 3.558849 -0.13 0.23 -0.65 -0.03
H -2.216475 -2.502470 4.313289 0.06 -0.22 0.07 0.05
H -2.594202 -2.069179 2.631704 -0.35 -0.09 0.10 0.02
H -2.563311 -0.809907 3.910497 -0.14 0.14 0.02 0.03
N -0.121342 2.382392 -0.455788 0.13 -0.35 -0.19 -0.06
N -0.750068 0.528845 -2.017884 -0.21 -0.68 -0.48 0.00
N -0.351316 1.743152 0.753148 -0.20 0.26 0.35 -0.09
N -0.976514 -0.633453 -1.281225 -0.08 0.36 -0.08 -0.16
C -0.320812 3.711043 -0.352176 0.49 -1.19 -0.84 -0.02
C -1.592801 0.535621 -3.054256 0.48 -0.65 1.13 0.03
H -0.165324 4.320606 -1.247298 -0.13 -0.11 0.58 0.15
H -1.573582 1.346271 -3.749142 -0.05 0.25 -0.33 0.15
C -0.675905 3.997754 0.940182 -0.27 0.41 0.71 -0.02
C -2.372510 -0.615188 -2.998793 -0.34 -0.58 0.21 0.02
C -0.702883 2.770966 1.614014 0.16 0.25 -0.34 -0.07
C -1.979263 -1.341868 -1.889534 0.34 1.10 -0.65 -0.03
H -0.871337 5.021897 1.292849 0.01 -0.93 0.12 0.14
H -3.139449 -0.874748 -3.690361 -0.33 -0.19 -0.30 0.13
H -0.958688 2.685948 2.675957 0.21 -0.57 -0.59 0.13
H -2.308570 -2.292340 -1.490411 -0.04 0.10 -0.11 0.14
H -1.075779 -1.591389 3.341255 0.71 0.08 0.19 -0.02
F 0.485265 -2.516133 1.182210 -1.05 3.74 -1.28 -0.36
B 0.862038 -4.418141 2.106429 -0.01 0.32 -0.30 -0.86
F -0.387311 -4.402939 2.592265 0.91 -0.36 -0.17 0.23
F 1.103193 -4.923054 0.886410 -0.12 0.05 1.18 0.23
F 1.855448 -3.852866 2.808790 -0.64 -0.74 -0.36 0.23
```
Positions in Å, forces in eV/Å.


(4)
ORCA calculation (ωB97M-V/def2-TZVPD) on a structure of composition C10H14BBrMoN6 at a distorted geometry.

Computed properties:
- LUMO energy (spin up / spin down): -18.468 / -19.348 eV
- Expectation value of S²: 2.087
- Charge: +4
- Kohn-Sham gap (spin up / spin down): 0.194 / 0.166 hartree
- Spin multiplicity: 3

```
33
Properties=species:S:1:pos:R:3:forces:R:3:lowdin_spin:R:1
C -0.288743 3.088224 -0.807405 0.16 -3.47 0.15 0.16
N -0.102593 1.840962 -1.347394 -0.55 3.21 1.03 0.13
N 0.170485 1.999847 -2.713455 -0.21 2.32 -0.35 0.14
C 0.125494 3.310109 -2.997571 0.74 -2.89 -1.76 0.10
C -0.168304 4.022419 -1.835083 -0.14 1.66 0.45 0.40
B 0.334856 0.707564 -3.583157 0.45 -0.76 -0.68 0.01
N 1.408081 -0.191828 -2.898560 0.13 0.11 -0.06 0.01
N 1.234809 -0.555266 -1.562030 -1.32 0.43 0.93 -0.05
C 2.262044 -1.386151 -1.218411 0.92 -0.27 -1.06 0.01
C 3.077372 -1.568550 -2.336170 -0.30 -0.37 1.60 -0.02
C 2.512715 -0.806744 -3.362098 -1.16 0.90 0.25 -0.05
Mo -0.494182 0.061018 -0.562649 -0.66 -2.02 0.28 0.78
N -1.015304 -0.058298 -3.472823 -0.45 -0.06 -0.09 0.04
N -1.482283 -0.428894 -2.189061 0.39 0.57 0.32 0.09
C -2.638301 -1.157919 -2.361259 -0.18 -0.02 -1.22 -0.02
C -2.886105 -1.250800 -3.728611 -0.68 -0.49 1.88 0.08
C -1.865281 -0.558121 -4.384980 1.23 0.72 1.01 0.06
H -3.166829 -1.530330 -1.490141 -0.14 -0.08 -0.26 0.00
H -1.705365 -0.412543 -5.440602 0.06 0.07 -0.26 0.00
H -3.712829 -1.764190 -4.178156 -0.28 -0.17 -0.23 0.00
H 0.622404 0.965356 -4.711689 -0.13 0.01 0.26 0.00
H 2.824455 -0.653072 -4.382558 0.15 -0.06 -0.20 0.00
H 0.314944 3.663792 -4.009748 -0.05 0.07 0.10 0.00
H 3.954200 -2.190019 -2.402259 0.16 -0.07 -0.01 0.00
H -0.318298 5.079508 -1.746887 -0.02 0.60 0.01 0.01
H 2.312873 -1.795264 -0.217964 0.25 -0.01 -0.15 0.00
H -0.544385 3.165495 0.235328 0.01 0.44 0.23 0.00
H -0.611976 -1.908972 0.121663 -0.07 -0.41 -0.06 0.00
C -0.081149 -2.257863 1.064361 0.43 0.24 0.29 0.00
H 0.577824 -3.089380 0.772935 -0.41 0.22 -0.10 0.00
H 0.537319 -1.495382 1.569810 -0.12 0.08 -0.11 0.00
H -0.861513 -2.568227 1.770647 0.07 0.08 -0.31 0.00
Br -2.133036 0.600318 1.228277 1.70 -0.57 -1.88 0.12
```
Positions in Å, forces in eV/Å.


(5)
ORCA calculation (ωB97M-V/def2-TZVPD) on a structure of composition C10H14BF5IrN6OTe at a distorted geometry.

Computed properties:
- LUMO energy (spin up / spin down): -15.374 / -19.004 eV
- Expectation value of S²: 8.804
- Charge: +4
- Kohn-Sham gap (spin up / spin down): 0.271 / 0.195 hartree
- Spin multiplicity: 6

```
39
Properties=species:S:1:pos:R:3:forces:R:3:lowdin_spin:R:1
C -1.526175 -0.762969 -2.491251 1.72 1.43 1.31 0.05
N -1.151343 0.396675 -1.886565 -2.62 -3.47 -2.16 0.30
N -1.943515 1.450614 -2.338487 -1.51 -0.55 -0.86 0.07
C -2.784304 0.942299 -3.276652 0.87 3.33 2.09 0.22
C -2.543463 -0.440125 -3.401164 0.08 -1.60 -0.62 0.40
B -1.708947 2.910289 -1.670443 0.76 -0.25 -1.16 0.01
N -1.835156 2.807299 -0.100038 -1.73 0.44 1.95 0.14
N -1.133228 1.768235 0.536587 0.04 0.47 3.04 0.11
C -1.392124 1.853404 1.876328 1.68 -1.46 -2.61 0.19
C -2.316080 2.904891 2.099214 -0.65 0.44 1.18 0.45
C -2.566877 3.458316 0.844113 0.49 0.01 -4.21 0.14
Ir 0.204758 0.629967 -0.504055 2.03 -4.85 3.91 1.38
N -0.141381 3.110419 -1.958668 0.70 0.70 -0.13 0.07
N 0.730871 2.055276 -1.613586 3.52 4.27 -1.47 0.41
C 2.029758 2.437209 -1.859870 -1.26 -0.14 -0.20 -0.02
C 1.963332 3.721126 -2.406897 2.02 -1.13 -0.16 0.29
C 0.624297 4.113411 -2.430692 -3.24 -0.87 0.13 0.22
H 2.893755 1.779299 -1.621066 -0.75 0.57 -0.36 0.00
H 0.124775 4.990781 -2.826065 0.31 0.28 0.07 0.01
H 2.789574 4.237063 -2.846644 0.42 0.57 0.04 0.01
H -2.383640 3.742734 -2.193832 0.13 -0.17 0.35 0.00
H -3.262882 4.224169 0.510883 0.08 0.16 0.35 0.00
H -3.500960 1.633273 -3.708062 -0.14 -0.36 -0.40 0.00
H -2.791184 3.234210 3.018207 0.13 -0.15 0.19 0.01
H -2.989833 -1.134773 -4.090675 -0.38 -0.10 -0.24 0.01
H -0.892568 1.208948 2.599828 -0.24 0.03 -0.17 0.00
H -0.960500 -1.696631 -2.277688 -0.72 0.56 -0.34 0.00
H 1.311106 0.539181 1.204456 0.50 -0.92 1.48 0.01
C 1.634207 -0.022760 2.340470 -1.37 -1.85 0.22 0.03
H 1.510324 0.731025 3.143478 0.42 -0.01 -0.88 0.00
H 0.949472 -0.920478 2.625240 0.63 1.67 -1.03 0.00
H 2.624760 -0.535517 2.278513 -0.46 1.16 -0.50 0.00
F 3.675780 -1.250831 -0.276645 -1.82 -0.65 -0.78 0.01
Te 2.304882 -2.216604 -1.190240 4.11 -5.63 0.07 0.01
F 0.918838 -3.198026 -2.069383 0.95 1.62 0.94 0.01
F 3.347392 -3.837426 -1.089211 -1.85 2.60 0.19 0.00
F 3.178019 -1.902343 -2.829377 -1.05 0.00 1.47 0.00
F 1.429485 -2.587580 0.486038 0.72 1.01 -1.97 0.00
O 1.427613 -0.582998 -1.547848 -2.52 2.81 1.26 0.44
```
Positions in Å, forces in eV/Å.


(6)
ORCA calculation (ωB97M-V/def2-TZVPD) on a structure of composition C10H14BFIrN6 at a distorted geometry.

Computed properties:
- LUMO energy (spin up / spin down): -14.291 / -19.222 eV
- Expectation value of S²: 8.789
- Charge: +4
- Kohn-Sham gap (spin up / spin down): 0.400 / 0.203 hartree
- Spin multiplicity: 6

```
33
Properties=species:S:1:pos:R:3:forces:R:3:lowdin_spin:R:1
C -0.169613 2.977476 1.323767 -0.27 -3.70 1.82 0.10
N 0.005973 1.700928 0.844904 0.00 4.35 0.58 0.20
N 0.156177 1.789438 -0.514863 -0.21 2.57 -1.61 0.09
C 0.035039 3.073859 -0.874171 0.71 -3.00 -1.90 0.20
C -0.174080 3.858532 0.261462 -0.12 1.94 0.24 0.41
B 0.318386 0.554336 -1.426519 0.24 -0.49 -0.38 0.01
N 1.429515 -0.345778 -0.809549 1.26 -0.43 -1.62 0.06
N 1.469628 -0.639822 0.535877 2.62 -2.13 0.11 0.24
C 2.571983 -1.426087 0.747250 -1.48 0.70 0.93 0.00
C 3.193918 -1.647873 -0.470636 1.68 -1.23 1.09 0.33
C 2.451299 -0.964243 -1.420593 -2.67 2.28 -0.97 0.22
Ir -0.103434 -0.092427 1.560937 -3.61 3.38 0.81 1.49
N -0.995906 -0.280071 -1.423674 -0.96 0.16 -3.39 0.13
N -1.560455 -0.760377 -0.274127 -2.41 -1.57 -0.15 0.29
C -2.700681 -1.389348 -0.650742 1.34 0.55 2.91 0.13
C -2.866040 -1.291908 -2.045022 -1.41 -0.72 -0.66 0.45
C -1.759052 -0.591953 -2.498496 3.43 1.92 0.86 0.17
H -3.404637 -1.882660 0.020713 0.36 0.18 0.15 0.00
H -1.448108 -0.283531 -3.484412 -0.15 -0.04 -0.25 0.00
H -3.682416 -1.651356 -2.652982 -0.24 -0.18 -0.01 0.01
H 0.619515 0.854127 -2.536969 -0.11 0.06 0.15 0.00
H 2.567544 -0.856180 -2.483854 0.28 -0.09 -0.34 0.01
H 0.117648 3.317831 -1.915437 0.00 0.46 -0.35 0.00
H 4.083845 -2.234216 -0.663891 0.07 -0.09 0.07 0.01
H -0.317928 4.929891 0.304936 -0.02 0.17 -0.02 0.01
H 2.846106 -1.831093 1.722134 -0.09 0.28 -0.19 0.00
H -0.367436 3.169958 2.380776 0.20 -0.09 -0.22 0.00
H -0.740693 -1.640128 1.819123 -0.94 -1.83 -0.10 0.03
C -0.148318 -1.794564 2.767881 0.93 -0.99 1.56 0.17
H 0.615784 -2.556400 2.620887 -0.38 -0.19 0.18 0.00
H 0.405172 -0.795110 3.075239 0.45 -1.32 1.44 0.05
H -0.904789 -1.965733 3.535896 0.16 -0.04 0.15 0.00
F -1.543931 0.694498 2.624167 1.37 -0.87 -0.89 0.20
```
Positions in Å, forces in eV/Å.


Total energy values (in eV) by entry order: -10591.301, -31307.834, -33059.677, -92061.908, -45925.386, -25715.576.